Record 1
The following is a quantum chemistry calculation of a structure of composition C35H21BrF6N7O5S2Ta, from the OMol25 dataset.

HOMO energy: -0.4810 Eh
Total charge: +2
Gap between HOMO and LUMO: 6.287 eV
Energy: -166861.3892 eV
LUMO: -6.801 eV

Last column: Löwdin charge in e.
Positions of all 78 atoms, in Å:
Ta: 0.47 0.03 -0.33  1.98
C: 2.11 3.23 -2.87  0.01
C: 1.37 2.14 -2.42  -0.06
N: 1.25 1.86 -1.12  -0.04
C: 1.86 2.66 -0.20  -0.16
C: 2.69 3.72 -0.58  -0.12
C: 2.79 4.00 -1.95  0.07
C: 3.39 4.41 0.45  0.01
C: 3.26 3.98 1.74  -0.02
C: 2.40 2.92 2.10  0.02
C: 1.65 2.29 1.14  -0.21
N: 0.72 1.23 1.26  -0.07
C: -0.02 1.02 2.45  -0.18
C: -0.08 1.82 3.56  0.02
C: -0.86 1.44 4.67  -0.02
C: -1.60 0.29 4.68  0.00
C: -1.61 -0.52 3.52  -0.13
C: -2.41 -1.67 3.36  0.06
C: -2.43 -2.34 2.16  0.00
C: -1.64 -1.87 1.11  -0.07
N: -0.84 -0.82 1.24  -0.03
C: -0.82 -0.14 2.42  -0.15
H: 2.17 3.43 -3.93  0.13
H: 0.87 1.46 -3.10  0.11
H: 3.40 4.83 -2.29  0.14
H: 4.04 5.23 0.19  0.13
H: 3.83 4.47 2.52  0.13
H: 2.38 2.60 3.13  0.12
H: 0.43 2.77 3.60  0.11
H: -0.88 2.09 5.54  0.13
H: -2.20 0.01 5.53  0.13
H: -3.03 -2.01 4.19  0.14
H: -3.05 -3.21 2.01  0.11
H: -1.66 -2.37 0.15  0.10
Br: -2.01 -5.57 -0.51  0.78
C: -3.12 -4.68 -1.75  -0.68
C: -4.16 -3.89 -1.29  -0.12
C: -4.92 -3.17 -2.19  -0.02
C: -4.64 -3.26 -3.55  -0.26
C: -3.67 -4.13 -4.02  -0.02
C: -2.88 -4.83 -3.11  -0.10
N: -5.38 -2.47 -4.51  0.12
N: -5.22 -1.24 -4.51  0.11
C: -4.18 -0.70 -3.68  -0.21
C: -4.51 -0.02 -2.54  0.00
C: -3.50 0.40 -1.64  0.04
C: -2.20 0.14 -1.94  -0.25
O: -1.19 0.41 -1.05  -0.22
C: -1.81 -0.44 -3.17  -0.16
N: -0.49 -0.58 -3.41  0.09
C: -0.13 -1.10 -4.57  -0.10
C: -1.05 -1.50 -5.55  -0.01
C: -2.39 -1.38 -5.30  0.02
C: -2.82 -0.84 -4.07  -0.08
H: -4.38 -3.85 -0.23  0.10
H: -5.74 -2.56 -1.85  0.13
H: -3.51 -4.24 -5.08  0.13
H: -2.10 -5.48 -3.46  0.11
H: -5.55 0.14 -2.29  0.13
H: -3.76 0.88 -0.71  0.13
H: 0.93 -1.20 -4.75  0.12
H: -0.69 -1.90 -6.49  0.12
H: -3.12 -1.68 -6.04  0.13
F: 3.62 -1.58 3.07  0.19
C: 3.94 -2.25 1.97  -0.69
F: 5.23 -2.24 1.77  0.21
F: 3.47 -3.48 2.03  0.20
S: 3.13 -1.36 0.57  0.71
O: 1.64 -1.50 0.78  -0.42
O: 3.54 0.01 0.57  -0.22
N: 3.54 -2.21 -0.69  -0.25
S: 2.58 -2.01 -1.91  0.70
O: 1.84 -0.70 -1.77  -0.46
O: 3.16 -2.24 -3.18  -0.17
C: 1.17 -3.23 -1.71  -0.64
F: 0.09 -2.55 -1.20  0.04
F: 0.83 -3.71 -2.88  0.20
F: 1.49 -4.18 -0.87  0.19



Record 2
The following is a quantum chemistry calculation of a structure of composition C35H22ClHfN6O7S2, from the OMol25 dataset.

HOMO energy (alpha / beta): -0.1761 / -0.1760 Eh
Total charge: -1
Gap between HOMO and LUMO (alpha / beta): 3.408 / 3.398 eV
Energy: -95424.9567 eV
LUMO (alpha / beta): -1.385 / -1.391 eV

Last column: Löwdin charge in e.
Positions of all 74 atoms, in Å:
Hf: -0.71 -0.32 1.25  1.41
S: 1.75 -1.35 1.29  0.63
C: 2.06 -1.28 -0.38  -0.69
C: 3.53 0.76 -0.97  -0.15
C: 4.09 1.11 -2.26  -0.12
C: 4.71 2.38 -2.47  -0.13
N: 5.14 3.47 -2.51  0.17
C: 3.79 0.15 -3.18  -0.07
C: 1.71 -1.58 -2.77  -0.24
C: 1.10 -1.51 -1.36  -0.73
S: -0.53 -1.70 -1.12  0.72
C: 3.86 0.31 -4.62  -0.13
N: 4.12 0.33 -5.76  0.19
H: 4.12 1.16 -0.10  0.18
H: 1.68 -2.69 -3.01  0.15
C: -3.26 3.34 4.86  -0.06
C: -3.55 2.92 3.54  -0.05
C: -2.68 2.08 2.86  0.02
C: -1.68 1.49 3.69  -0.24
C: -1.29 2.02 4.88  -0.05
C: -2.08 2.95 5.50  -0.08
N: -1.18 0.19 3.30  -0.05
N: -0.90 -0.63 4.30  0.15
C: -0.91 -1.89 3.83  -0.29
C: -0.52 -3.05 4.60  0.01
C: -0.28 -4.28 4.01  -0.03
C: -0.37 -4.36 2.57  -0.02
C: -0.97 -3.34 1.92  -0.16
N: -1.06 -2.12 2.46  -0.07
H: -3.90 4.08 5.36  0.11
H: -4.50 3.15 3.11  0.11
H: -2.83 1.85 1.80  0.07
H: -0.48 1.47 5.34  0.11
H: -1.78 3.22 6.51  0.11
H: -0.47 -2.95 5.72  0.12
H: 0.03 -5.19 4.55  0.11
H: -0.24 -5.36 2.11  0.13
H: -1.42 -3.35 0.93  0.09
O: -4.53 2.25 -5.00  -0.06
C: -3.85 1.41 -4.35  -0.71
O: -3.11 0.45 -4.61  -0.03
C: -4.12 1.56 -2.87  -0.12
C: -4.18 2.82 -2.28  0.01
C: -4.26 2.96 -0.83  -0.18
N: -4.18 2.01 0.03  0.07
C: -4.11 0.79 -0.51  -0.17
C: -4.23 0.51 -1.94  0.08
C: -3.77 -0.46 0.30  -0.54
O: -4.57 -1.35 0.15  0.10
O: -2.67 -0.40 1.01  -0.21
H: -4.22 3.80 -2.79  0.11
H: -4.54 3.94 -0.42  0.10
H: -4.48 -0.50 -2.23  0.12
C: 0.85 -0.81 -3.85  -0.05
C: 3.27 -1.14 -2.59  -0.21
C: 4.06 -2.34 -3.13  -0.06
C: 4.98 -2.91 -2.38  -0.65
Cl: 5.98 -4.21 -3.08  0.62
C: 5.26 -2.53 -1.04  -0.10
C: 4.52 -1.58 -0.40  0.00
C: 3.38 -0.83 -1.03  -0.28
O: 2.13 1.25 -1.04  -0.09
C: 1.58 2.31 -0.24  -0.07
C: 0.49 1.69 0.54  -0.60
O: 0.58 1.47 1.82  -0.10
O: -0.51 1.26 -0.12  -0.09
H: 1.39 -0.77 -4.80  0.06
H: 0.74 0.25 -3.59  0.09
H: -0.14 -1.27 -3.97  0.07
H: 4.05 -2.48 -4.26  0.15
H: 5.98 -3.14 -0.53  0.09
H: 4.78 -1.40 0.64  0.11
H: 1.09 3.10 -0.90  0.17
H: 2.29 2.76 0.50  0.15



Record 3
The following is a quantum chemistry calculation of a structure of composition C35H22F5NO2PTi, from the OMol25 dataset.

HOMO energy (alpha / beta): -0.2912 / -0.3155 Eh
Total charge: 0
Multiplicity: 2
⟨S²⟩: 0.7533
Gap between HOMO and LUMO (alpha / beta): 7.167 / 7.844 eV
Energy: -88229.7828 eV
LUMO (alpha / beta): -0.757 / -0.742 eV

Last column: natural (NBO) charge in e.
Positions of all 67 atoms, in Å:
Ti: -0.47 -1.00 0.19  1.62
O: -2.35 -0.99 3.74  -0.57
C: -1.66 -0.56 2.86  0.81
O: -1.81 -0.84 1.57  -0.86
C: -0.47 0.38 3.11  -0.83
P: -0.21 1.32 1.56  0.86
C: 1.32 2.27 1.71  -0.38
C: 2.19 2.16 2.79  -0.14
C: 3.42 2.81 2.76  -0.22
C: 3.78 3.57 1.66  -0.20
C: 2.91 3.69 0.58  -0.21
C: 1.69 3.04 0.60  -0.19
C: -1.54 2.57 1.59  -0.26
C: -1.32 3.86 2.07  -0.21
C: -2.35 4.79 2.08  -0.21
C: -3.61 4.43 1.64  -0.20
C: -3.84 3.15 1.17  -0.19
C: -2.81 2.22 1.14  -0.23
H: 0.41 -0.25 3.27  0.26
H: -0.64 0.99 4.00  0.26
H: 1.92 1.56 3.65  0.21
H: 4.09 2.71 3.60  0.22
H: 4.74 4.06 1.64  0.22
H: 3.20 4.28 -0.28  0.22
H: 1.03 3.11 -0.25  0.22
H: -0.33 4.15 2.42  0.22
H: -2.17 5.79 2.45  0.22
H: -4.42 5.15 1.65  0.22
H: -4.83 2.86 0.82  0.22
H: -3.00 1.22 0.79  0.23
C: 1.53 -4.64 1.85  -0.19
C: 1.42 -5.52 0.78  -0.22
C: 0.75 -5.13 -0.36  -0.18
C: 0.18 -3.86 -0.42  -0.14
C: 0.30 -2.93 0.62  -0.37
C: 0.98 -3.36 1.76  -0.21
C: -0.60 -3.41 -1.59  0.30
C: -0.79 -4.21 -2.76  -0.25
C: -1.55 -3.73 -3.78  -0.09
C: -2.15 -2.45 -3.69  -0.14
C: -2.95 -1.91 -4.72  -0.15
C: -3.51 -0.67 -4.57  -0.22
C: -3.29 0.07 -3.39  -0.16
C: -2.52 -0.44 -2.39  -0.23
C: -1.93 -1.71 -2.52  0.26
N: -1.15 -2.21 -1.50  -0.57
H: 2.05 -4.94 2.75  0.21
H: 1.86 -6.51 0.85  0.21
H: 0.67 -5.83 -1.18  0.20
H: 1.11 -2.69 2.60  0.20
H: -0.33 -5.18 -2.81  0.23
H: -1.69 -4.32 -4.68  0.22
H: -3.11 -2.49 -5.62  0.22
H: -4.13 -0.25 -5.36  0.22
H: -3.74 1.05 -3.28  0.22
H: -2.37 0.14 -1.48  0.21
F: 0.50 0.38 -2.55  -0.33
C: 1.60 0.32 -1.75  0.36
C: 1.48 -0.28 -0.52  -0.61
C: 2.64 -0.27 0.23  0.33
F: 2.62 -0.77 1.49  -0.32
C: 3.83 0.29 -0.19  0.26
F: 4.92 0.29 0.59  -0.29
C: 3.89 0.88 -1.44  0.28
F: 5.02 1.44 -1.87  -0.29
C: 2.76 0.90 -2.24  0.25
F: 2.80 1.48 -3.44  -0.30